Below is 2 unconnected molecules or ions with the total composition C4H13NO in a non-equilibrium geometry, with properties calculated with ωB97M-V/def2-TZVPD.

Gap between HOMO and LUMO, eV: 10.7
Structure (SMILES): CCC.NCO
Largest force on an atom, eV Å⁻¹: 1.84
Spin multiplicity: 1
Highest occupied orbital energy, eV: -9.7

Geometry as XYZ:
```
19
Properties=species:S:1:pos:R:3:forces:R:3
O 0.287487 2.128730 -1.366449 -0.2 0.5 -0.1
N -1.461675 0.596606 -1.943502 -0.5 0.0 0.2
C -0.905018 1.476101 -0.955381 -0.2 -0.8 0.0
C 1.465912 0.083826 1.159555 -0.7 -0.6 1.2
C -0.456033 -1.642107 1.313198 0.8 -0.2 0.8
C 0.789765 -1.204852 0.592919 1.2 1.4 -0.4
H 0.513291 -1.048184 -0.447458 0.1 0.2 -0.3
H 2.347661 0.454768 0.640972 -0.3 0.0 -0.4
H -0.755630 -2.575293 0.842790 -0.7 0.0 0.2
H -0.214884 -1.810865 2.364129 0.0 -0.4 0.1
H 1.796107 -0.089913 2.188975 0.3 -0.5 0.0
H 1.564794 -1.975526 0.564030 -0.2 -0.2 0.1
H 0.732369 0.864536 1.382858 0.1 0.2 -0.8
H -0.697715 1.003822 0.006895 -0.2 -0.5 -0.3
H -1.745573 2.145340 -0.760521 0.6 0.8 -0.1
H -1.849019 1.151842 -2.682510 -0.2 0.0 -0.4
H 0.765249 1.492448 -1.909015 0.0 0.1 0.1
H -1.217566 -0.869323 1.346543 -0.3 -0.1 -0.5
H -0.959527 -0.181962 -2.338035 0.5 0.0 0.4
```
Forces are in eV/Å.

Atom charges from the Löwdin analysis, given in e for atoms 1 to 5: number 1, O, carries -0.065; number 2, N, carries 0.022; number 3, C, carries -0.358; number 4, C, carries -0.117; number 5, C, carries -0.124

---

Below is 2 unconnected molecules or ions with the total composition C4H13NO in a non-equilibrium geometry, with properties calculated with ωB97M-V/def2-TZVPD.

Gap between HOMO and LUMO, eV: 9.3
Structure (SMILES): CCCNC.O
Largest force on an atom, eV Å⁻¹: 2.45
Spin multiplicity: 1
Highest occupied orbital energy, eV: -8.3

Geometry as XYZ:
```
19
Properties=species:S:1:pos:R:3:forces:R:3
O -1.175090 -5.703406 -2.356268 0.9 -0.6 -0.6
N -0.813185 1.603503 1.228273 0.3 -1.0 0.5
C 0.887475 1.884889 -0.603218 -2.2 -0.6 0.7
C -0.998871 0.290107 1.891206 -2.3 0.8 -0.3
C -0.595633 1.576767 -0.221077 0.6 0.6 0.6
C 1.809995 0.864672 0.011162 1.2 -0.1 -0.7
H -0.202087 -5.655295 -2.374288 -0.5 0.3 0.3
H 1.570663 -0.152713 -0.301638 -0.4 0.0 0.1
H 0.896182 1.982306 -1.680065 0.5 -0.1 -0.3
H 1.819892 0.916315 1.092417 -0.1 -0.1 0.2
H 2.846956 0.978352 -0.327933 -0.1 0.3 0.2
H 0.926554 2.881552 -0.172982 1.0 0.3 0.0
H -1.199876 -0.535603 1.201263 1.0 0.0 -0.1
H -1.137980 2.419711 -0.628401 -0.6 0.0 -0.4
H -1.293031 -6.462559 -2.951329 -0.4 0.3 0.3
H -1.017861 0.636187 -0.573114 0.2 0.0 -0.4
H -0.045640 2.027222 1.732148 0.0 0.4 -0.4
H -0.284023 0.105089 2.674223 0.5 -0.4 0.0
H -1.994438 0.342904 2.359622 0.3 0.0 0.5
```
Forces are in eV/Å.

Atom charges from the Löwdin analysis, given in e for atoms 1 to 5: number 1, O, carries -0.075; number 2, N, carries -0.132; number 3, C, carries -0.242; number 4, C, carries -0.135; number 5, C, carries -0.256

---

Below is 2 unconnected molecules or ions with the total composition C4H13NO in a non-equilibrium geometry, with properties calculated with ωB97M-V/def2-TZVPD.

Gap between HOMO and LUMO, eV: 10.6
Structure (SMILES): CCOCC.N
Largest force on an atom, eV Å⁻¹: 2.28
Spin multiplicity: 1
Highest occupied orbital energy, eV: -9.5

Geometry as XYZ:
```
19
Properties=species:S:1:pos:R:3:forces:R:3
O 1.083612 -0.677611 0.372268 -0.3 0.6 0.3
N -6.236232 2.040897 1.077503 0.1 0.6 -1.2
C 0.780702 -0.566506 -2.001386 -2.2 0.5 -0.5
C 3.203160 -1.354416 1.262442 1.0 1.7 -0.5
C 0.300437 -0.022246 -0.629332 1.8 -0.5 -0.7
C 2.499366 -0.396808 0.313303 -2.0 -0.8 0.0
H -5.887768 2.510507 1.892225 -0.2 -0.4 0.7
H -0.149916 -0.533496 -2.602417 0.6 -0.2 -0.2
H 2.579336 0.671057 0.491048 0.6 0.2 0.5
H -0.750958 -0.165824 -0.411132 -0.1 -0.7 0.0
H -6.966418 1.356483 1.202262 0.1 0.1 0.7
H -6.636026 2.784583 0.513337 0.1 -0.2 -0.1
H 4.224076 -0.954543 1.214917 0.2 -0.5 0.3
H 2.837606 -0.582135 -0.700132 0.3 0.0 -0.3
H 1.505416 0.046637 -2.538347 0.1 0.0 0.3
H 0.380420 1.071424 -0.684249 0.5 0.1 0.5
H 3.225920 -2.366720 0.879135 -0.3 -0.1 0.1
H 2.901100 -1.257802 2.301083 -0.4 -0.2 -0.1
H 1.106167 -1.603481 -1.952529 0.0 0.0 0.1
```
Forces are in eV/Å.

Atom charges from the Löwdin analysis, given in e for atoms 1 to 5: number 1, O, carries -0.188; number 2, N, carries 0.004; number 3, C, carries -0.094; number 4, C, carries -0.065; number 5, C, carries -0.256

---

Below is 3 unconnected molecules or ions with the total composition C4H13NO2 in a non-equilibrium geometry, with properties calculated with ωB97M-V/def2-TZVPD.

Gap between HOMO and LUMO (alpha / beta), eV: 2.5 / 8.5
Largest force on an atom, eV Å⁻¹: 2.70
Spin multiplicity: 2
Charge: -1
Highest occupied orbital energy (alpha / beta), eV: 1.0 / -5.3

Geometry as XYZ:
```
20
Properties=species:S:1:pos:R:3:forces:R:3
O -5.361105 -3.622637 -0.157601 0.2 -0.1 -0.4
O -2.842275 -3.698550 3.270560 0.1 0.7 0.0
N -0.273925 0.073489 -2.010438 1.9 0.2 0.1
C 3.252068 2.991689 -0.196699 0.0 -0.3 -0.7
C 1.474435 1.366957 -0.873462 1.3 -0.7 -1.5
C 2.348828 1.825514 0.255817 0.1 0.5 0.7
C 0.440727 0.537378 -0.918661 -2.1 0.1 1.7
H 1.885725 1.585111 -1.869753 0.0 0.3 0.2
H -4.467326 -3.222297 -0.184988 -0.4 -0.1 0.2
H 0.272469 0.178495 -2.849694 -0.9 -0.1 -0.5
H 2.879317 3.489511 -1.097143 -0.5 0.3 0.4
H -2.789854 -4.621610 3.513676 0.2 -0.5 -0.1
H 1.778468 2.111350 1.149014 -0.4 0.3 -0.4
H -1.274007 -0.036042 -2.001072 0.2 -0.1 0.0
H 3.407155 3.706834 0.606593 0.2 0.1 -0.1
H -0.034793 0.270799 0.026791 0.1 -0.1 0.0
H -2.075008 -3.515223 2.688055 -0.4 -0.2 0.1
H 4.199843 2.612364 -0.593709 0.2 -0.1 0.5
H 3.026992 1.107238 0.726374 -0.1 -0.6 -0.6
H -5.847733 -3.140361 0.516336 0.2 0.1 0.2
```
Forces are in eV/Å.

Atom charges from the Löwdin analysis, given in e for atoms 1 to 5: number 1, O, carries -0.261; number 2, O, carries -0.297; number 3, N, carries 0.018; number 4, C, carries -0.137; number 5, C, carries -0.171

---

Below is 3 unconnected molecules or ions with the total composition C4H13NO2 in a non-equilibrium geometry, with properties calculated with ωB97M-V/def2-TZVPD.

Gap between HOMO and LUMO (alpha / beta), eV: 2.0 / 8.4
Largest force on an atom, eV Å⁻¹: 2.50
Spin multiplicity: 2
Charge: -1
Highest occupied orbital energy (alpha / beta), eV: 1.2 / -5.4

Geometry as XYZ:
```
20
Properties=species:S:1:pos:R:3:forces:R:3
O 1.087097 2.291364 -2.031033 0.5 0.1 0.3
O 3.771038 -2.705095 -0.596203 0.1 -0.1 0.1
N 0.421268 -1.543464 1.370314 1.0 -1.2 0.8
C -1.860257 1.404617 0.602361 -1.3 -1.0 -0.2
C -1.334258 0.171440 1.270052 2.5 0.3 -0.2
C -2.831833 1.021715 -0.565688 0.7 -0.2 0.4
C -0.186945 -0.397060 0.837166 -1.4 1.4 0.2
H -2.352274 1.904448 1.436965 -0.1 0.8 -0.5
H 0.650658 1.503705 -2.400339 -0.3 0.2 -0.1
H 0.997114 -1.448348 2.210830 -0.1 0.5 -0.6
H -2.927910 -0.063784 -0.582630 -0.7 0.0 0.2
H -1.652600 -0.036694 2.286898 -0.6 -0.5 -0.2
H 0.285470 0.144092 0.007088 0.2 -0.7 0.0
H -2.225859 1.198342 -1.464189 -0.6 0.3 -0.3
H 3.372935 -3.137029 -1.360142 0.0 0.1 0.1
H 4.527233 -3.249695 -0.350889 -0.1 0.0 -0.1
H -1.141775 1.993363 0.039144 0.7 0.3 0.9
H -3.785442 1.562212 -0.533443 0.2 -0.2 -0.3
H -0.179000 -2.326313 1.578780 -0.5 0.2 -0.3
H 0.427932 3.009953 -2.027627 -0.2 -0.3 -0.2
```
Forces are in eV/Å.

Atom charges from the Löwdin analysis, given in e for atoms 1 to 5: number 1, O, carries -0.320; number 2, O, carries -0.105; number 3, N, carries -0.009; number 4, C, carries -0.322; number 5, C, carries -0.153

---

Below is 2 unconnected molecules or ions with the total composition C4H13NO2 in a non-equilibrium geometry, with properties calculated with ωB97M-V/def2-TZVPD.

Gap between HOMO and LUMO, eV: 9.2
Structure (SMILES): CNC[C@H](C)O.O
Largest force on an atom, eV Å⁻¹: 4.24
Spin multiplicity: 1
Highest occupied orbital energy, eV: -8.7

Geometry as XYZ:
```
20
Properties=species:S:1:pos:R:3:forces:R:3
O -1.039054 0.927368 0.881726 -0.6 -1.3 -1.9
O -0.651861 4.082525 -3.372528 -1.4 1.1 2.6
N -0.594647 -1.879618 0.805896 -1.4 -1.7 0.0
C -0.015256 0.290478 -0.022641 -0.6 3.8 -1.8
C 1.138633 1.394111 -0.114133 -1.6 -1.5 0.3
C -0.082763 -3.160767 1.336503 1.3 2.8 2.9
C 0.491067 -0.966787 0.529784 -0.5 -1.0 -1.3
H 1.869590 1.140477 -0.885230 -0.3 0.2 -0.2
H -1.253519 4.105826 -2.545228 1.5 0.1 -2.0
H -1.908862 0.815961 0.393376 1.6 0.2 1.1
H -1.328266 -1.507437 1.449555 1.4 0.0 -0.9
H 1.689981 1.303518 0.845807 -0.5 0.9 -0.4
H 0.814103 -0.651332 1.489664 1.8 0.0 1.0
H -0.810703 3.220079 -3.710014 -0.1 -1.2 -0.6
H 0.535217 2.309908 -0.344575 1.3 -0.4 0.5
H -0.487832 0.268917 -1.062950 0.6 -0.6 1.3
H 0.226938 -3.797462 0.575874 0.5 -1.2 -1.4
H 1.292574 -1.395683 -0.236612 -1.6 0.6 2.0
H 0.894706 -2.830790 1.952333 -1.8 -1.3 -0.9
H -0.780048 -3.669301 2.033387 0.3 0.4 -0.6
```
Forces are in eV/Å.

Atom charges from the Löwdin analysis, given in e for atoms 1 to 5: number 1, O, carries -0.104; number 2, O, carries -0.082; number 3, N, carries -0.148; number 4, C, carries -0.413; number 5, C, carries -0.046

---

Calculated total energy, respectively: -290.16447, -290.15222, -290.15363, -365.35563, -365.32927, -365.36782 Ha.